*1*
Molecular formula: CH5IN2
Method: DFT, ωB97M-V with the def2-TZVPD basis set

Last column: Mulliken charge in e.
Cartesian coordinates (Å):
1 C 0.78 -0.58 -0.22  -0.701
2 N 1.04 0.67 -0.75  -0.403
3 N -2.22 0.46 0.96  -0.654
4 I -0.83 -0.75 1.48  0.357
5 H 0.25 1.28 -0.92  0.265
6 H 0.45 -1.25 -1.00  0.356
7 H 1.69 -0.81 0.28  0.388
8 H 1.87 0.89 -0.30  0.224
9 H -3.03 0.10 0.46  0.169

Results
E_LUMO in eV: 0.37
E_HOMO in eV: -7.83
Frontier orbital gap in Ha: 0.302
Spin multiplicity: 1

---

*2*
Molecular formula: CH5IN2
Method: DFT, ωB97M-V with the def2-TZVPD basis set

Last column: Mulliken charge in e.
Cartesian coordinates (Å):
1 C -1.54 -0.54 -1.22  -0.256
2 N -0.52 -0.71 -0.49  -0.369
3 N 2.15 0.06 1.20  -0.693
4 I 0.63 1.10 1.51  0.384
5 H 0.99 2.50 2.14  0.082
6 H -1.88 -1.42 -1.76  0.215
7 H -2.25 0.32 -1.19  0.217
8 H 0.00 -1.57 -0.48  0.224
9 H 2.43 0.28 0.29  0.196

Results
E_LUMO in eV: 0.45
E_HOMO in eV: -8.42
Frontier orbital gap in Ha: 0.326
Spin multiplicity: 1

---

The least stable of them is *2*.

---

*1*
Molecular formula: C4H2NO2S
Method: DFT, ωB97M-V with the def2-TZVPD basis set

Last column: Mulliken charge in e.
Cartesian coordinates (Å):
1 C 0.76 1.23 0.28  -0.760
2 C 1.04 -1.27 -0.19  -0.200
3 C -0.57 1.23 0.29  0.724
4 C -1.31 -0.77 0.15  0.439
5 N -0.32 -1.47 -0.13  -0.405
6 O -1.57 1.91 0.23  -0.531
7 O -2.50 -0.79 0.24  -0.580
8 S 1.73 -0.15 0.89  -0.238
9 H 1.31 1.65 -0.61  0.205
10 H 1.42 -1.57 -1.15  0.346

Results
E_LUMO (spin up / spin down) in eV: 3.55 / 3.53
E_HOMO (spin up / spin down) in eV: -2.65 / -2.84
Frontier orbital gap (spin up / spin down) in Ha: 0.228 / 0.234
Spin multiplicity: 1
Net charge: -1

---

*2*
Molecular formula: C4H2NO2S
Method: DFT, ωB97M-V with the def2-TZVPD basis set

Last column: Mulliken charge in e.
Cartesian coordinates (Å):
1 C 0.58 1.57 0.54  -0.618
2 C 0.20 0.31 0.45  -0.188
3 C -0.59 -0.74 0.32  0.573
4 C -0.27 -1.37 -0.96  -0.462
5 N 0.75 -0.78 -1.24  0.646
6 O 1.68 -0.74 -2.03  -0.614
7 O -1.51 -1.18 1.34  -0.492
8 S -0.33 3.01 0.15  -0.479
9 H 1.59 1.68 0.66  0.308
10 H -2.10 -1.77 0.77  0.325

Results
E_LUMO (spin up / spin down) in eV: 2.60 / 2.60
E_HOMO (spin up / spin down) in eV: -3.12 / -3.12
Frontier orbital gap (spin up / spin down) in Ha: 0.210 / 0.210
Spin multiplicity: 1
Net charge: -1

---

The least stable of them is *2*.

---

*1*
Molecular formula: C5H10N2
Method: DFT, ωB97M-V with the def2-TZVPD basis set

Last column: Mulliken charge in e.
Cartesian coordinates (Å):
1 C 0.91 -0.18 1.10  0.377
2 C 2.65 -0.13 1.66  -0.302
3 C -1.13 0.06 -0.07  0.549
4 C -1.54 -1.32 -0.31  -1.169
5 C 0.84 0.48 -1.13  -0.833
6 N -1.86 1.08 -0.06  -0.174
7 N 0.27 0.17 0.08  -0.103
8 H 2.69 0.95 1.98  0.340
9 H 3.24 -1.01 1.89  0.346
10 H -1.58 -1.88 0.70  0.390
11 H -0.68 -1.84 -0.83  0.354
12 H -2.51 -1.27 -0.71  0.454
13 H 0.29 1.29 -1.66  0.322
14 H 1.13 -0.34 -1.70  0.405
15 H 1.83 0.98 -1.07  0.410
16 H -2.89 0.93 -0.10  0.337
17 H -1.65 2.04 0.22  0.297

Results
E_LUMO (spin up / spin down) in eV: -10.64 / -9.76
E_HOMO (spin up / spin down) in eV: -18.99 / -19.45
Frontier orbital gap (spin up / spin down) in Ha: 0.307 / 0.356
Spin multiplicity: 1
Net charge: +2

---

*2*
Molecular formula: C5H10N2
Method: DFT, ωB97M-V with the def2-TZVPD basis set

Last column: Mulliken charge in e.
Cartesian coordinates (Å):
1 C 0.88 -0.77 -0.33  -0.523
2 C 0.04 1.00 0.84  -0.081
3 C -1.33 -0.28 -0.53  0.392
4 C -2.27 -0.75 -1.44  -1.026
5 C 2.31 0.45 1.23  -0.814
6 N -1.16 0.72 0.22  0.026
7 N 1.03 0.25 0.56  0.108
8 H 1.26 -1.77 -0.29  0.383
9 H 0.22 1.84 1.40  0.479
10 H 0.58 -0.48 -1.33  0.444
11 H -2.00 -1.79 -1.86  0.351
12 H -2.24 -0.14 -2.41  0.366
13 H -3.39 -0.81 -1.15  0.421
14 H 2.61 1.51 1.14  0.357
15 H 3.17 -0.28 0.83  0.335
16 H 2.19 0.12 2.27  0.397
17 H -1.89 1.18 0.83  0.386

Results
E_LUMO (spin up / spin down) in eV: -10.93 / -10.92
E_HOMO (spin up / spin down) in eV: -19.44 / -19.44
Frontier orbital gap (spin up / spin down) in Ha: 0.313 / 0.313
Spin multiplicity: 1
Net charge: +2

---

*3*
Molecular formula: C5H10N2
Method: DFT, ωB97M-V with the def2-TZVPD basis set

Last column: Mulliken charge in e.
Cartesian coordinates (Å):
1 C -0.20 0.40 -0.58  0.441
2 C 1.22 1.89 -1.92  -0.082
3 C -0.11 0.00 0.89  -0.202
4 C -0.56 -0.98 -0.19  -0.278
5 C 1.26 0.08 1.60  -1.120
6 N 0.39 1.15 -1.35  -0.037
7 N -2.01 -1.34 -0.11  -0.344
8 H 2.32 1.78 -1.84  0.292
9 H 1.12 2.86 -2.37  0.316
10 H -0.95 0.13 1.66  0.358
11 H -0.02 -1.82 -0.64  0.430
12 H 1.95 -0.25 0.89  0.346
13 H 1.12 -0.59 2.53  0.353
14 H 1.55 1.16 1.80  0.332
15 H -2.76 -0.68 0.10  0.380
16 H -2.07 -2.04 0.63  0.370
17 H -2.26 -1.74 -1.11  0.446

Results
E_LUMO in eV: -9.38
E_HOMO in eV: -19.80
Frontier orbital gap in Ha: 0.383
Spin multiplicity: 1
Net charge: +2

---

The least stable of them is *1*.

---

*1*
Molecular formula: C4H10NOS
Method: DFT, ωB97M-V with the def2-TZVPD basis set

Last column: Mulliken charge in e.
Cartesian coordinates (Å):
1 C -2.37 -0.81 1.35  -0.643
2 C 0.79 1.09 0.68  -0.505
3 C -1.70 -0.44 0.30  0.592
4 C 2.04 -0.29 -0.97  -0.878
5 N 1.64 0.94 -0.32  -0.114
6 O -1.36 -1.12 -0.76  -0.481
7 S -1.41 1.28 -0.14  -0.154
8 H -2.61 -0.08 2.17  0.234
9 H -2.52 -1.85 1.59  0.268
10 H 0.86 2.10 1.10  0.385
11 H 0.71 0.33 1.37  0.417
12 H 3.13 -0.23 -1.03  0.338
13 H 1.69 -1.12 -0.44  0.338
14 H 1.80 -0.40 -1.95  0.355
15 H 2.14 1.71 -0.89  0.305
16 H -1.41 -2.11 -0.63  0.319
17 H -1.43 1.01 -1.42  0.223

Results
E_LUMO in eV: -4.11
E_HOMO in eV: -13.03
Frontier orbital gap in Ha: 0.328
Spin multiplicity: 1
Net charge: +1

---

*2*
Molecular formula: C4H10NOS
Method: DFT, ωB97M-V with the def2-TZVPD basis set

Last column: Mulliken charge in e.
Cartesian coordinates (Å):
1 O 2.69 -0.13 -0.69  -0.461
2 C 1.51 -0.12 -1.02  0.106
3 C 0.46 -0.49 0.07  -0.154
4 C -0.51 0.56 0.59  -0.884
5 C -1.56 1.08 -0.40  -0.664
6 S -2.73 -0.38 -0.65  -0.217
7 N 1.33 -0.83 1.20  -0.228
8 H 1.07 0.14 -2.01  0.354
9 H -0.15 -1.33 -0.36  0.393
10 H -0.92 0.17 1.51  0.448
11 H 0.16 1.43 0.86  0.402
12 H -1.04 1.30 -1.34  0.327
13 H -2.12 1.96 -0.05  0.360
14 H -2.62 -0.59 -1.96  0.163
15 H 1.79 0.04 1.59  0.371
16 H 1.95 -1.56 0.84  0.371
17 H 0.69 -1.24 1.83  0.313

Results
E_LUMO in eV: -3.87
E_HOMO in eV: -13.03
Frontier orbital gap in Ha: 0.337
Spin multiplicity: 1
Net charge: +1

---

The least stable of them is *1*.